158
Properties=species:S:1:pos:R:3:forces:R:3:mulliken_charge:R:1 method="wB97M-V/def2-TZVPD" homo_ev=-4.810 lumo_energy_ha=0.0649 e_above_lowest_kcal_mol=0.0 total_charge=-1 spin_multiplicity=1 orbital_gap_ha=0.242
C 8.53572 0.05911 2.42404 0.06 0.04 -0.04 -0.641
C 9.01160 1.39101 3.00243 -0.09 -0.08 -0.06 -0.666
C 7.89659 2.24730 3.61589 0.02 -0.03 -0.06 -0.600
C 7.09504 3.09235 2.61448 0.01 -0.03 -0.04 -0.956
C 5.91701 2.36492 1.93934 0.05 -0.06 -0.01 0.382
C 6.06989 2.19536 0.42958 0.14 -0.03 0.01 -0.840
C 4.99847 1.28872 -0.17488 0.06 0.00 0.01 -1.242
C 5.31893 -0.18851 0.07905 -0.18 -0.05 -0.06 1.582
C 4.09355 -1.09658 0.09439 0.03 0.14 -0.11 -2.876
P 4.31336 -2.97432 0.48652 -0.18 0.31 -0.13 4.008
C 2.88620 -3.40313 -0.70821 0.02 0.02 -0.03 -1.833
C 1.55080 -2.69021 -0.44809 -0.21 -0.03 -0.14 0.239
C 0.47814 -3.60429 0.13380 0.00 0.28 0.19 -0.075
C -0.84806 -2.89426 0.40990 0.02 0.06 0.11 -1.546
C -1.44532 -2.12512 -0.77970 0.26 0.15 0.16 0.192
C -1.01928 -0.64027 -0.84853 -0.05 0.01 -0.12 -0.578
C -2.17251 0.35350 -0.71724 0.01 0.02 0.05 -0.886
C -2.97606 0.17093 0.55716 0.08 0.08 -0.02 -0.590
O -3.76980 1.32742 0.75446 -0.14 0.07 -0.11 -0.059
C -4.54364 1.27114 1.92918 0.01 -0.15 0.05 -0.789
C 5.60041 -3.15425 -0.99014 0.18 -0.31 0.07 -1.751
C 7.10525 -3.24214 -0.89245 -0.26 0.24 0.03 0.114
C 7.76883 -4.50014 -1.41455 0.02 -0.01 -0.18 -1.512
N 7.79643 -2.24890 -0.49187 0.06 -0.03 0.05 -0.465
C 4.56274 -4.96590 0.85015 -0.06 -0.28 0.16 -1.657
I 2.83546 -6.02015 1.66256 -0.04 -0.17 0.05 0.005
C 5.74369 -5.31704 1.70327 0.05 -0.14 0.12 -0.053
C 5.58157 -5.14928 3.20602 0.01 0.03 0.11 -1.078
I 6.41437 -7.43686 1.37199 0.12 0.18 -0.11 -0.085
O 5.57073 -2.64694 1.66128 0.08 -0.02 -0.23 -0.666
C 5.14272 -2.04258 2.83599 0.06 0.16 0.18 0.124
C 3.59995 -2.14181 2.89650 0.02 0.00 0.00 -1.002
O 3.18135 -2.89314 1.80875 0.00 -0.05 -0.01 -0.407
H 9.37970 -0.54875 2.09256 -0.01 -0.01 0.02 0.433
H 7.98461 -0.51702 3.17129 0.00 -0.01 -0.03 0.166
H 7.88744 0.18164 1.55642 -0.02 0.00 0.05 0.041
H 9.76847 1.19318 3.76771 -0.02 -0.01 0.00 0.338
H 9.50986 1.96665 2.21448 0.05 0.03 0.06 0.316
H 8.33168 2.91283 4.36702 0.04 0.00 -0.03 0.359
H 7.20801 1.58100 4.14875 0.02 0.09 0.09 0.295
H 7.77870 3.44969 1.83513 0.00 0.06 0.06 0.401
H 6.73431 3.98609 3.13009 -0.04 -0.02 -0.02 0.324
H 5.80096 1.37809 2.39903 -0.06 0.03 -0.03 -0.460
H 4.98239 2.90296 2.12532 0.00 -0.03 0.04 0.532
H 7.04926 1.74715 0.21797 0.00 0.07 -0.01 0.309
H 6.08114 3.18582 -0.03945 -0.07 -0.01 0.00 0.458
H 4.01912 1.53866 0.25226 0.02 0.06 -0.06 0.431
H 4.94646 1.46444 -1.25374 -0.17 0.02 0.02 0.384
H 5.85933 -0.27506 1.01879 0.06 -0.10 0.02 -1.286
H 6.00868 -0.51907 -0.69574 0.20 -0.02 0.14 0.335
H 3.35802 -0.66085 0.78021 0.04 -0.05 0.04 0.386
H 3.62702 -1.02668 -0.89845 -0.02 -0.07 0.06 0.446
H 2.71292 -4.48274 -0.73167 0.01 0.06 -0.01 0.436
H 3.23184 -3.14089 -1.71141 0.05 0.05 0.05 0.390
H 1.67714 -1.85207 0.23780 0.06 -0.02 -0.02 0.023
H 1.18479 -2.25397 -1.38817 0.01 -0.03 0.01 0.685
H 0.32497 -4.46551 -0.52705 -0.04 0.00 0.01 0.153
H 0.85242 -3.98490 1.08764 -0.02 -0.10 -0.17 0.049
H -0.68316 -2.18527 1.23161 -0.06 -0.04 0.01 0.447
H -1.56905 -3.62766 0.78445 0.00 -0.01 -0.05 0.470
H -2.53513 -2.17755 -0.72077 0.01 -0.08 -0.22 0.540
H -1.11762 -2.61151 -1.70089 -0.28 -0.11 -0.02 -0.383
H -0.51400 -0.44858 -1.79813 0.03 0.04 0.04 0.356
H -0.28186 -0.42386 -0.07043 -0.01 -0.07 0.00 0.308
H -1.77871 1.37384 -0.70377 0.02 -0.02 -0.02 0.378
H -2.83855 0.28813 -1.58398 -0.03 -0.05 0.04 0.191
H -3.63608 -0.70449 0.49823 0.07 -0.04 0.04 0.388
H -2.30026 0.02225 1.41202 -0.01 0.02 0.00 0.277
H -5.37799 1.96148 1.82032 0.05 0.08 0.09 0.164
H -3.95615 1.55861 2.80687 -0.03 -0.03 0.02 0.283
H -4.94445 0.26305 2.09726 -0.01 0.03 -0.04 0.359
H 5.39357 -2.28448 -1.61668 -0.07 0.03 0.06 0.721
H 5.25656 -4.01911 -1.55918 -0.03 -0.01 0.01 0.780
H 8.02189 -5.18512 -0.60860 -0.04 -0.12 0.16 0.237
H 7.13176 -5.03671 -2.11726 -0.02 -0.03 0.05 0.340
H 8.69177 -4.23090 -1.93441 0.01 -0.05 0.08 0.505
H 8.78981 -2.47780 -0.55698 0.01 0.02 0.00 0.240
H 4.62454 -5.47531 -0.10710 0.14 0.16 -0.13 1.102
H 6.61408 -4.76858 1.36407 0.05 -0.01 -0.17 0.258
H 5.27914 -6.07277 3.69562 -0.04 0.02 -0.05 0.517
H 4.80900 -4.40594 3.40005 0.05 -0.10 -0.01 0.129
H 6.51766 -4.80922 3.65113 0.01 -0.04 0.01 0.274
H 5.45817 -0.99128 2.89198 -0.01 0.04 -0.12 -0.654
H 5.60888 -2.54040 3.69541 -0.04 0.02 -0.04 0.459
H 3.16142 -1.13348 2.87485 -0.05 0.01 0.03 0.343
H 3.26586 -2.63319 3.81684 0.00 0.01 0.06 0.244
C -4.34775 -4.13242 -4.65313 -0.04 0.01 0.01 -0.719
O -3.89476 -5.29208 -3.99144 0.06 0.03 0.02 -0.304
C -3.95193 -6.48670 -4.75596 -0.07 -0.04 -0.03 -0.839
C -2.56534 -6.99114 -5.08801 0.05 0.01 -0.01 -0.179
N -1.89680 -6.10954 -6.03104 -0.01 0.08 0.07 -0.333
C -0.48816 -6.40853 -6.26132 -0.02 -0.01 -0.08 -0.767
C 0.47039 -6.28832 -5.08184 0.06 -0.06 0.03 -0.458
O 0.64449 -4.96569 -4.61997 -0.03 -0.01 -0.01 -0.454
C -0.31205 -4.51951 -3.67838 0.04 0.18 -0.04 -0.168
H -4.37609 -3.33380 -3.91421 0.01 0.01 0.00 0.220
H -3.68490 -3.82902 -5.47175 -0.01 -0.03 -0.02 0.303
H -5.35459 -4.27334 -5.06099 -0.01 0.01 0.00 0.352
H -4.52791 -6.32467 -5.67325 0.03 -0.01 -0.02 0.403
H -4.46837 -7.24012 -4.15454 -0.02 0.02 0.00 0.384
H -2.65402 -7.98406 -5.54181 0.02 -0.01 0.01 0.400
H -2.02226 -7.11006 -4.14009 -0.01 -0.02 -0.01 0.175
H -1.97878 -5.15527 -5.70508 0.01 0.00 0.01 0.124
H -0.13135 -5.73486 -7.04416 0.00 -0.01 -0.01 0.376
H -0.41602 -7.42694 -6.65978 0.00 -0.01 0.01 0.398
H 1.45408 -6.62291 -5.42092 0.01 0.01 0.02 0.347
H 0.17914 -6.94052 -4.24885 -0.03 0.01 -0.01 0.340
H -0.66722 -5.33259 -3.03886 0.00 -0.01 0.00 0.217
H -1.17192 -4.04975 -4.16891 -0.06 -0.06 0.07 0.194
H 0.16161 -3.76507 -3.05108 0.10 -0.06 -0.01 0.010
C -7.74993 6.11817 -4.21654 -0.01 0.04 -0.02 -0.714
O -6.41183 5.89902 -3.83261 0.00 -0.07 -0.02 -0.359
C -6.13399 6.16220 -2.46302 -0.01 0.09 0.05 -0.860
C -5.81590 4.89125 -1.70970 -0.01 -0.06 0.01 -0.064
N -6.98860 4.03969 -1.59646 0.01 0.01 -0.13 -0.315
C -6.73324 2.72404 -1.01944 -0.07 0.02 0.07 -0.609
C -5.79539 1.78231 -1.76061 0.07 -0.09 0.06 0.016
O -6.30665 1.31381 -2.99838 -0.07 0.06 -0.03 -0.504
C -6.06605 2.14941 -4.10933 0.03 -0.05 -0.03 -0.597
H -7.79299 6.01730 -5.29969 -0.01 -0.01 0.00 0.244
H -8.44047 5.39487 -3.76785 0.01 0.01 0.03 0.297
H -8.08426 7.12481 -3.94315 -0.01 0.01 -0.01 0.345
H -6.98364 6.67465 -1.99997 0.01 -0.02 0.03 0.426
H -5.26706 6.82727 -2.42159 -0.01 0.01 -0.03 0.381
H -5.48070 5.16035 -0.70249 0.02 -0.03 0.01 0.291
H -4.97017 4.40351 -2.21430 0.02 0.03 0.02 0.170
H -7.40432 3.92618 -2.51218 0.02 -0.02 0.00 0.154
H -7.69585 2.21814 -0.90989 0.00 0.01 0.02 0.351
H -6.33092 2.86966 -0.01247 0.02 0.01 0.00 0.118
H -5.65644 0.89974 -1.13455 0.02 -0.02 -0.02 0.246
H -4.80056 2.21929 -1.90186 -0.02 0.03 -0.02 0.203
H -5.10822 2.67108 -4.01757 0.00 0.00 -0.01 0.263
H -6.85265 2.89783 -4.25378 0.02 0.02 0.02 0.193
H -6.03474 1.51602 -4.99613 0.00 0.00 0.00 0.306
C -4.05014 8.69874 2.61836 0.02 0.04 -0.02 -0.721
O -3.52451 8.21506 3.83454 -0.01 -0.08 -0.03 -0.350
C -4.30820 8.50370 4.98322 -0.02 0.09 0.04 -0.798
C -4.90850 7.24418 5.56567 -0.02 -0.06 -0.01 -0.197
N -5.91148 6.68371 4.67575 0.10 -0.01 -0.08 -0.290
C -6.42674 5.37867 5.06682 -0.10 0.05 0.01 -0.819
C -5.45239 4.20836 5.12501 0.01 -0.04 0.07 -0.546
O -4.94062 3.82411 3.86534 -0.04 0.05 -0.04 -0.282
C -3.79577 4.52698 3.42160 0.02 -0.07 -0.04 -0.562
H -3.29209 8.53397 1.85502 0.00 -0.01 -0.01 0.244
H -4.96854 8.17953 2.32064 -0.01 0.01 0.03 0.298
H -4.26608 9.77078 2.67563 0.01 0.01 -0.01 0.352
H -5.09770 9.21949 4.73253 -0.03 -0.02 0.02 0.404
H -3.65239 8.96245 5.72818 0.01 0.02 -0.02 0.390
H -5.38556 7.49425 6.51907 0.00 -0.02 0.01 0.377
H -4.08236 6.55215 5.78269 0.00 0.02 0.03 0.179
H -5.52612 6.62103 3.74206 -0.01 -0.02 0.00 0.075
H -7.21880 5.11255 4.36286 -0.01 0.00 0.01 0.395
H -6.89666 5.47728 6.05181 0.01 0.00 0.01 0.419
H -6.00419 3.34372 5.50283 0.03 -0.02 0.00 0.371
H -4.62578 4.39274 5.82289 -0.01 0.05 -0.02 0.352
H -3.15575 4.81739 4.25991 0.01 0.00 0.00 0.305
H -4.05166 5.42517 2.85122 0.00 0.02 0.04 0.142
H -3.23740 3.85954 2.76502 0.00 0.00 0.00 0.254